ORCA calculation (the ωB97M-V functional and the def2-TZVPD basis) on 6 unconnected molecules or ions with the total composition C30H72O9PS6 in a non-equilibrium geometry.

Bonds (Å) are listed after each position.
Positions of all 118 atoms, in Å:
1 C 10.7388 -0.8205 3.8171  O2 1.407, H27 1.097, H28 1.097, H29 1.091
2 O 9.5190 -1.1245 3.1857  C1 1.407, C3 1.418
3 C 9.6901 -1.6242 1.8698  O2 1.418, C4 1.514, H30 1.101, H31 1.101
4 C 8.3382 -1.7261 1.1966  C3 1.514, C5 1.541, H32 1.093, H33 1.094
5 C 7.7418 -0.3669 0.7813  C4 1.541, C6 1.545, H34 1.096, H35 1.091
6 C 6.6519 0.1690 1.7369  C5 1.545, C7 1.541, H36 1.093, H37 1.092
7 C 5.4379 0.7910 1.0203  C6 1.541, C8 1.547, H38 1.095, H39 1.093
8 C 4.7354 1.8788 1.8659  C7 1.547, C9 1.535, H40 1.095, H41 1.096
9 C 3.2725 1.5855 2.2262  C8 1.535, C10 1.546, H42 1.094, H43 1.095
10 C 2.2515 1.9712 1.1314  C9 1.546, C11 1.536, H44 1.093, H45 1.097
11 C 1.1984 2.9816 1.6090  C10 1.536, C12 1.541, H46 1.096, H47 1.095
12 C -0.0148 2.3202 2.2917  C11 1.541, C13 1.541, H48 1.096, H49 1.095
13 C -1.2773 2.2539 1.4106  C12 1.541, C14 1.530, H50 1.094, H51 1.097
14 C -2.1230 1.0024 1.6532  C13 1.530, C15 1.532, H52 1.109, H53 1.100
15 C -3.1336 0.6542 0.5552  C14 1.532, C16 1.540, P24 1.809
16 C -3.9226 -0.5661 1.0656  C15 1.540, C17 1.535, H54 1.102, H55 1.098
17 C -5.3583 -0.1962 1.4616  C16 1.535, C18 1.539, H56 1.093, H57 1.092
18 C -6.2558 -1.3716 1.8881  C17 1.539, C19 1.531, H58 1.095, H59 1.099
19 C -6.6773 -1.4344 3.3585  C18 1.531, S20 1.771, H60 1.093, H61 1.092
20 S -5.5149 -2.0713 4.5329  C19 1.771, O21 1.430, O22 1.427, O23 1.608
21 O -6.0379 -1.8672 5.8479  S20 1.430
22 O -4.1777 -1.6795 4.2245  S20 1.427
23 O -5.6502 -3.6529 4.2782  S20 1.608, H62 0.970
24 P -2.2656 0.4301 -1.0159  C15 1.809, C25 1.892, C26 1.845
25 C -0.5460 -0.3224 -0.7778  P24 1.892, H63 1.094, H64 1.093, H65 1.096
26 C -3.1360 -0.9043 -1.9463  P24 1.845, H66 1.097, H67 1.092, H68 1.095
27 H 11.0602 0.2029 3.5865  C1 1.097
28 H 11.5304 -1.5204 3.5205  C1 1.097
29 H 10.5953 -0.9045 4.8955  C1 1.091
30 H 10.1762 -2.6109 1.9207  C3 1.101
31 H 10.3554 -0.9548 1.3037  C3 1.101
32 H 8.4490 -2.3674 0.3184  C4 1.093
33 H 7.6488 -2.2394 1.8733  C4 1.094
34 H 8.5610 0.3604 0.7692  C5 1.096
35 H 7.3383 -0.4601 -0.2277  C5 1.091
36 H 6.3068 -0.6600 2.3605  C6 1.093
37 H 7.0900 0.9351 2.3808  C6 1.092
38 H 5.8053 1.2408 0.0923  C7 1.095
39 H 4.7365 0.0011 0.7401  C7 1.093
40 H 4.8094 2.8502 1.3664  C8 1.095
41 H 5.2893 1.9770 2.8063  C8 1.096
42 H 3.0286 2.1136 3.1529  C9 1.094
43 H 3.1973 0.5134 2.4366  C9 1.095
44 H 1.7593 1.0735 0.7473  C10 1.093
45 H 2.7978 2.4025 0.2841  C10 1.097
46 H 1.6749 3.6997 2.2856  C11 1.096
47 H 0.8423 3.5583 0.7488  C11 1.095
48 H -0.2600 2.8976 3.1906  C12 1.096
49 H 0.2458 1.3160 2.6435  C12 1.095
50 H -1.8877 3.1405 1.6036  C13 1.094
51 H -0.9694 2.2940 0.3583  C13 1.097
52 H -1.4393 0.1521 1.8502  C14 1.109
53 H -2.6932 1.1433 2.5837  C14 1.100
54 H -3.4173 -1.0011 1.9435  C16 1.102
55 H -4.0047 -1.3832 0.3361  C16 1.098
56 H -5.3627 0.5930 2.2185  C17 1.093
57 H -5.8037 0.2530 0.5720  C17 1.092
58 H -7.2070 -1.2852 1.3533  C18 1.095
59 H -5.8158 -2.3212 1.5520  C18 1.099
60 H -7.5380 -2.0986 3.4676  C19 1.093
61 H -6.9660 -0.4500 3.7326  C19 1.092
62 H -5.4279 -3.8406 3.3527  O23 0.970
63 H -0.2867 -0.5046 0.2690  C25 1.094
64 H 0.1790 0.3895 -1.1805  C25 1.093
65 H -0.4130 -1.2752 -1.3036  C25 1.096
66 H -3.0509 -1.9063 -1.5074  C26 1.097
67 H -2.7453 -0.9497 -2.9648  C26 1.092
68 H -4.1981 -0.6397 -1.9795  C26 1.095
69 C -8.0182 4.8598 2.1222  S70 1.804, H73 1.088, H74 1.091, H75 1.090
70 S -6.6708 3.7996 1.5612  C69 1.804, O71 1.487, C72 1.794
71 O -7.2651 2.4602 1.3053  S70 1.487
72 C -5.8297 3.7071 3.1434  S70 1.794, H76 1.091, H77 1.090, H78 1.089
73 H -8.6855 5.0080 1.2755  C69 1.088
74 H -8.5534 4.3729 2.9385  C69 1.091
75 H -7.6099 5.8187 2.4423  C69 1.090
76 H -6.5101 3.3076 3.8967  C72 1.091
77 H -5.4761 4.7010 3.4169  C72 1.090
78 H -4.9801 3.0389 3.0084  C72 1.089
79 C 4.7874 -4.7883 -1.8013  S80 1.794, H83 1.087, H84 1.089, H85 1.091
80 S 5.9925 -4.0968 -0.6669  C79 1.794, O81 1.487, C82 1.800
81 O 6.0837 -2.6422 -0.9600  S80 1.487
82 C 7.4302 -4.8675 -1.4283  S80 1.800, H86 1.090, H87 1.090, H88 1.088
83 H 3.8175 -4.3728 -1.5388  C79 1.087
84 H 5.0273 -4.4985 -2.8233  C79 1.089
85 H 4.7668 -5.8735 -1.6953  C79 1.091
86 H 7.4864 -4.5609 -2.4728  C82 1.090
87 H 7.3443 -5.9511 -1.3460  C82 1.090
88 H 8.3128 -4.5268 -0.8904  C82 1.088
89 C 1.4414 -1.3131 -3.5592  S90 1.787, H93 1.088, H94 1.090, H95 1.089
90 S 1.3960 -3.0848 -3.7849  C89 1.787, O91 1.494, C92 1.788
91 O 2.8070 -3.5016 -4.0449  S90 1.494
92 C 0.5092 -3.0568 -5.3370  S90 1.788, H96 1.091, H97 1.091, H98 1.089
93 H 1.9782 -1.1216 -2.6325  C89 1.088
94 H 1.9679 -0.8575 -4.3982  C89 1.090
95 H 0.4266 -0.9257 -3.4756  C89 1.089
96 H 1.0655 -2.4779 -6.0753  C92 1.091
97 H -0.4651 -2.6024 -5.1530  C92 1.091
98 H 0.3867 -4.0821 -5.6826  C92 1.089
99 C -3.9401 3.4434 -1.3524  S100 1.786, H103 1.098, H104 1.092, H105 1.090
100 S -3.2612 4.9124 -0.5979  C99 1.786, O101 1.494, C102 1.801
101 O -4.3349 5.5100 0.2520  S100 1.494
102 C -3.1807 5.9308 -2.0807  S100 1.801, H106 1.091, H107 1.090, H108 1.089
103 H -4.0715 2.6993 -0.5556  C99 1.098
104 H -4.8920 3.6947 -1.8240  C99 1.092
105 H -3.2250 3.0451 -2.0725  C99 1.090
106 H -4.1791 6.0223 -2.5099  C102 1.091
107 H -2.4945 5.4717 -2.7926  C102 1.090
108 H -2.8092 6.9111 -1.7877  C102 1.089
109 C -4.5277 -3.3055 -5.8334  S110 1.797, H113 1.088, H114 1.090, H115 1.090
110 S -3.5025 -1.9394 -6.3921  C109 1.797, O111 1.485, C112 1.796
111 O -2.4268 -1.7872 -5.3791  S110 1.485
112 C -4.6944 -0.6434 -6.0402  S110 1.796, H116 1.090, H117 1.090, H118 1.088
113 H -3.9354 -4.2141 -5.9206  C109 1.088
114 H -4.8029 -3.1386 -4.7921  C109 1.090
115 H -5.4127 -3.3785 -6.4657  C109 1.090
116 H -4.9524 -0.6769 -4.9818  C112 1.090
117 H -5.5768 -0.7804 -6.6658  C112 1.090
118 H -4.2182 0.3066 -6.2729  C112 1.088

frontier orbital gap: 4.0 eV
lowest unoccupied orbital energy: 1.82 eV
net charge: -1
multiplicity: 1
largest force on an atom: 1.0 eV/A
electronic energy: -4593.665906 Ha
highest occupied orbital energy: -2.129 eV

These are the Löwdin partial charges, in e, on atoms 1 to 5: atom 1 (C): -0.1249, atom 2 (O): -0.1869, atom 3 (C): -0.2571, atom 4 (C): -0.1883, atom 5 (C): -0.1885